DFT (the ωB97M-V functional and the def2-TZVPD basis) results for a cluster of 5 separate species, C68H57FN2O10P in total in a non-equilibrium geometry.

```
139
Properties=species:S:1:pos:R:3:mulliken_charge:R:1
C 1.0799 3.6131 0.6379 -0.3762
H -3.5530 4.7447 -6.1174 0.4584
C 5.6510 -9.7801 -4.3220 0.6309
C 4.5597 -8.8031 -6.8221 0.5454
O 2.4024 3.7476 0.2792 -0.7049
C 0.5339 -4.1862 -4.5205 -0.6842
H -4.3437 5.7376 7.2053 0.4770
H -6.0252 0.2641 12.8374 0.4519
C -6.4865 1.0299 -8.0066 -0.5291
P 3.0628 3.4995 3.5725 0.3397
C 5.5177 1.8787 3.2199 -0.8485
H 0.0625 -5.1399 -4.3056 0.4312
C -4.6121 5.0188 7.9731 -0.5086
H -2.0765 1.1515 3.2705 0.3868
C 0.9133 -1.8709 -3.9587 0.2946
C 2.9374 1.8682 -4.6092 -0.5045
O -0.1451 -0.8071 -2.1541 -0.7289
C -4.7727 2.4856 -6.9433 0.6433
C 4.5419 -6.5131 -5.8542 -0.7249
H -1.5569 3.1281 1.8036 0.2013
C 2.4631 -0.4645 -5.3217 0.6359
F 2.3593 7.9743 2.8692 -0.3635
H 1.6011 1.7139 3.2966 0.4504
O -2.2200 1.6924 8.8164 -0.6656
C -3.2467 1.8400 9.4559 0.5073
H 0.5497 4.7647 4.0001 -0.1138
H -1.6719 1.9662 5.6385 0.2509
H 5.8910 -7.8327 -2.4730 0.4589
H 3.6418 1.9582 -5.4302 0.4649
H 0.5827 6.3351 1.2040 0.3988
C -1.2810 2.8007 -4.5117 0.2069
H -1.9714 -0.4547 10.0764 0.4667
O -6.6522 2.3999 11.7015 -0.6865
C 4.5363 -11.1442 -7.6603 -0.5436
H -0.3540 -3.2025 -2.8319 0.4775
H 1.5425 -4.9040 -6.2812 0.4600
C -2.8870 1.4367 -5.6868 -0.2334
H 4.5648 -13.1968 -8.2949 0.3885
C 5.3739 -10.7144 -5.4368 0.1658
H 5.4988 1.1868 2.3061 0.2508
C -6.9809 -0.2261 -8.3411 -0.4537
C -1.7578 1.5464 -4.8754 -0.3572
C 0.6448 -0.7101 -3.0782 0.8481
C 5.5146 -7.4670 -3.4230 -0.5342
C 5.2216 -6.1162 -3.5746 -0.6233
C -3.6433 0.8469 10.4804 0.1429
C 1.9855 -2.8376 -5.8949 -0.7871
H -7.0307 1.9195 -8.3075 0.4521
C -3.3754 0.0973 -6.0828 0.5463
C -5.1061 -1.2646 -7.2364 -0.4743
C -2.8592 -0.2904 10.6787 -0.5094
C -5.2951 3.1797 9.9517 0.3572
C 2.7292 2.9492 -3.7574 -1.0128
C -6.2867 -1.3730 -7.9624 -0.4872
H 4.1006 -10.7895 -8.5889 0.4575
C 1.7679 -1.7456 -5.0534 0.2996
H -0.4076 2.8829 -3.8754 0.3494
C -1.0986 1.7303 3.4865 -1.0642
C 4.8183 -7.8722 -5.7001 0.2179
C -2.5421 3.7667 4.5289 -0.7328
H 2.6391 -2.7422 -6.7562 0.4873
H 4.0388 3.3112 5.8564 0.3409
H 4.6617 3.3983 1.6812 0.2451
C 3.0998 2.8438 5.3783 -1.2002
O 4.1254 -8.3890 -7.8831 -0.6694
C -0.6774 2.4902 2.1422 -0.5168
C -4.3522 -1.0167 12.4280 -0.4413
C 1.2155 7.1501 3.2300 -0.2059
H 1.4750 6.7099 4.2638 0.1619
H -0.5484 1.6733 1.3338 0.0911
C 4.7443 -5.6380 -4.7930 -0.4026
C 5.3609 -12.9637 -6.3090 -0.4408
C -5.2987 1.1430 -7.2826 0.0974
C -6.1344 4.2611 9.6833 -0.6133
H -6.4535 6.0115 8.4793 0.3946
H -2.6080 -2.1081 11.7965 0.3937
H 0.2416 7.7371 3.3087 0.2412
H -2.8587 3.8220 7.6643 0.5565
C -5.6553 2.2222 11.0212 0.6087
H -4.6265 -1.7404 13.1888 0.3901
C 4.8288 -10.2469 -6.6323 0.1984
C 0.4161 4.7235 2.8660 -0.5365
C -3.0538 3.8457 -5.7705 -0.7026
C 5.6486 -12.0737 -5.2805 -0.5596
C -3.2165 -1.2218 11.6476 -0.4753
O -2.7702 -0.9069 -5.7478 -0.6926
C -5.1389 0.1121 12.2297 -0.5456
H -4.5721 -2.1617 -6.9399 0.4672
H 5.3672 -5.4346 -2.7430 0.4192
H 4.9870 1.3189 4.0606 0.2090
H 2.2118 3.3102 5.9422 0.2933
H -7.0551 4.3909 10.2431 0.4503
O 0.1428 3.7630 -0.2321 -0.7919
C -3.5452 2.5879 -6.1230 0.2258
H 1.6561 3.6906 -2.0427 0.5531
C 1.1370 1.6545 -2.4906 -0.8169
C -1.4006 2.6610 4.7542 0.4504
H 2.2601 5.7306 1.8916 0.2112
O 3.2083 -0.3556 -6.2827 -0.7212
H -6.6691 -2.3529 -8.2299 0.3870
C -5.7956 5.1750 8.6915 -0.4604
H 4.1647 -6.1355 -6.7991 0.5528
H 5.4473 4.1474 3.1885 0.3377
C 0.3013 -3.0956 -3.6904 -0.6071
C 1.3537 0.5631 -3.3340 0.1242
C 1.1567 5.9666 2.1137 -0.3987
C 1.3685 -4.0544 -5.6281 -0.3588
H 4.5244 -4.5820 -4.9133 0.5015
O 6.1398 -10.1862 -3.2812 -0.6738
C 0.7113 3.2908 2.1967 1.2253
O -5.3473 3.4903 -7.3286 -0.6941
H -7.9076 -0.3117 -8.8997 0.3895
C 2.2461 0.6737 -4.4032 0.0906
H -0.3177 0.9147 3.7231 0.3514
H -2.0119 5.8151 4.4354 0.2741
H -1.2500 0.6550 -4.5218 0.5608
C 4.8073 3.2637 2.8108 -0.4977
N 1.8619 2.5333 2.7360 -0.1852
H 6.0826 -12.4413 -4.3563 0.4576
H -0.4112 3.1641 5.0794 -0.3095
H 3.2720 3.8755 -3.9166 0.4257
N -2.1991 5.1029 5.1513 -0.5376
H 6.5876 2.1268 3.5554 0.2620
C -3.7759 3.9388 8.2326 -0.7653
C -4.6149 -0.0059 -6.8868 0.1643
H 0.4370 1.5791 -1.6643 0.6960
H 5.5715 -14.0210 -6.1841 0.3939
H -1.5453 4.9287 -4.6901 0.4312
H -0.7106 4.9271 2.6887 0.2277
H 3.0956 1.7051 5.4456 0.3233
C 4.7979 -12.5002 -7.4961 -0.4587
C -4.7910 1.0416 11.2484 0.1616
H -3.5371 3.3720 4.9619 0.3189
C -4.1216 3.0100 9.2152 0.2924
C -1.9235 3.9500 -4.9670 -0.8629
C 5.3194 -8.3472 -4.4875 0.2412
H -1.3332 5.0171 5.7103 0.2423
H -2.7192 3.9490 3.4181 0.3518
C 1.8239 2.8451 -2.7031 0.0087
```

E_tot   -3928.64964 Eh
Charge   -1
Kohn-Sham gap   4.91 eV